[1]
This record from the Open Molecules 2025 dataset describes a 2-piece molecular cluster, C3H8ClN2 overall. The level of theory is ωB97M-V with the def2-TZVPD basis set.

```
14
Properties=species:S:1:pos:R:3:mulliken_charge:R:1
C 0.0867 1.9636 -0.3232 -0.6558
C 1.1835 -1.3077 0.1668 -0.7263
C -0.6388 0.2079 0.6111 -0.0861
N -0.8280 -1.6076 -0.8865 -0.7439
N -0.2019 -0.8677 -0.1182 0.7128
Cl -2.3826 0.4634 0.5159 -0.1402
H 0.0067 2.5786 0.6181 0.3448
H -0.5858 2.2539 -1.1141 0.3371
H 1.0349 1.7412 -0.8349 0.3112
H 1.8402 -1.2190 -0.6879 0.3076
H 1.0424 -2.3294 0.4661 0.3574
H 1.5451 -0.8107 1.0755 0.3194
H -0.2245 0.3112 1.6441 0.3573
H -1.8779 -1.3777 -1.1329 0.3047
```

Multiplicity: 1
Energy above the lowest of the compared OMol25 structures with the same formula, charge and spin, eV: 4.2680
Energy, eV: -18732.4708
Gap between HOMO and LUMO, eV: 8.7
Total charge: +1

=====

[2]
This record from the Open Molecules 2025 dataset describes an isolated ion of composition C3H8ClN2O and charge +1. The level of theory is ωB97M-V with the def2-TZVPD basis set.

```
15
Properties=species:S:1:pos:R:3:mulliken_charge:R:1
C 1.7346 -0.7400 0.4702 -0.7189
C 0.1045 0.8118 -0.3039 -0.4381
C -2.1850 0.7314 0.2856 0.0564
N -1.1881 0.1206 -0.2127 0.3765
N 1.0050 -0.3099 -0.6904 -0.4751
O -1.3163 -1.2365 -0.5226 -0.3835
Cl -3.7349 0.0927 0.4582 -0.0013
H 1.3214 -1.6744 1.0588 0.2110
H 2.8306 -1.1018 0.3372 0.3449
H 1.8900 0.2448 1.0701 0.2926
H 0.3077 1.2140 0.6823 0.4059
H 0.0864 1.6155 -1.0341 0.3361
H -2.0601 1.8158 0.6790 0.3006
H 1.5916 -0.0293 -1.4694 0.2574
H -0.3873 -1.5547 -0.8082 0.4356
```

Multiplicity: 1
Energy above the lowest of the compared OMol25 structures with the same formula, charge and spin, eV: 3.2122
Energy, eV: -20780.7878
Gap between HOMO and LUMO, eV: 10.1
Total charge: +1
SMILES: CNC/[N+](O)=C/Cl

=====

[3]
This record from the Open Molecules 2025 dataset describes one molecule with the formula C3H8ClNO. The level of theory is ωB97M-V with the def2-TZVPD basis set.

```
14
Properties=species:S:1:pos:R:3:mulliken_charge:R:1
C -0.3525 1.4658 0.5933 -1.4575
C 1.2258 -1.0996 0.2141 -0.7845
C -0.7911 0.3285 -0.2311 0.9697
N -0.1423 -1.0251 0.0211 -0.4112
O -0.7254 0.6466 -1.5699 -0.5270
Cl -2.4777 -0.0785 0.3683 -0.2521
H 0.1563 1.0179 1.4635 0.3421
H -1.2678 1.8981 0.8828 0.4237
H 0.2164 2.0821 -0.0454 0.3126
H 1.5630 -0.4442 1.1139 0.1858
H 1.4794 -2.1283 0.4123 0.3513
H 1.9905 -0.8046 -0.6187 0.2362
H -0.4885 -1.7514 -0.5367 0.2421
H -0.3861 -0.1074 -2.0674 0.3686
```

Multiplicity: 1
Energy above the lowest of the compared OMol25 structures with the same formula, charge and spin, eV: 1.5588
Energy, eV: -19299.8000
Gap between HOMO and LUMO, eV: 9.8
SMILES: CN[C@@](C)(O)Cl

=====

[4]
This record from the Open Molecules 2025 dataset describes a 2-piece molecular cluster, C3H8ClNO overall. The level of theory is ωB97M-V with the def2-TZVPD basis set.

```
14
Properties=species:S:1:pos:R:3:mulliken_charge:R:1
C 1.4278 -0.1424 -0.6703 -0.9436
C 0.0424 1.1782 0.8029 -0.8470
C -0.9512 -0.4660 -0.6091 0.0262
N 0.1066 0.3044 -0.3361 0.1233
O -1.0486 -2.0394 0.6126 -0.6767
Cl -2.5094 0.2913 -0.4050 -0.1568
H 1.7329 -1.1361 -0.1523 0.3001
H 1.5351 -0.2436 -1.7635 0.3172
H 2.0944 0.6753 -0.2547 0.3754
H 0.5683 2.2136 0.5027 0.2567
H -1.0512 1.4765 1.1094 0.3065
H 0.8097 0.6770 1.5444 0.3053
H -0.9263 -1.0924 -1.4085 0.3568
H -1.8304 -1.6965 1.0273 0.2567
```

Multiplicity: 1
Energy above the lowest of the compared OMol25 structures with the same formula, charge and spin, eV: 3.4216
Energy, eV: -19297.9372
Gap between HOMO and LUMO, eV: 9.7

=====

[5]
This record from the Open Molecules 2025 dataset describes one molecule with the formula C3H8ClNOS. The level of theory is ωB97M-V with the def2-TZVPD basis set.

```
15
Properties=species:S:1:pos:R:3:mulliken_charge:R:1
C -1.8565 -1.0330 -0.0778 -0.9708
C -0.9372 0.1891 -0.5265 -0.4748
C 1.1427 -0.4252 0.8566 -0.8737
N 0.6051 0.1373 -0.3626 0.0148
O 2.9143 0.9068 -0.7540 -0.5260
S 1.5633 1.2181 -1.1533 0.5418
Cl 1.1184 3.0580 -0.2226 -0.2628
H -1.6930 -1.9353 -0.7409 0.2694
H -2.8188 -0.6302 -0.0518 0.3862
H -1.4386 -1.2447 0.9479 0.2641
H -1.2673 1.0354 0.1598 0.3555
H -1.2542 0.5180 -1.5626 0.3369
H 0.5465 -0.2770 1.8124 0.2940
H 1.2297 -1.5255 0.8019 0.2856
H 2.1454 0.0081 0.8736 0.3598
```

Multiplicity: 1
Energy above the lowest of the compared OMol25 structures with the same formula, charge and spin, eV: 0.0000
Energy, eV: -30134.7548
Gap between HOMO and LUMO, eV: 10.3

=====

[6]
This record from the Open Molecules 2025 dataset describes C3H8F2KO3SZn2 as an isolated structure. The level of theory is ωB97M-V with the def2-TZVPD basis set.

```
20
Properties=species:S:1:pos:R:3:mulliken_charge:R:1
Zn 3.9937 2.6778 0.3070 1.4071
Zn 4.1994 1.8311 3.4691 1.3993
K 0.6749 3.0040 2.3634 0.9390
F 3.0658 1.3642 1.7437 -0.4097
F 4.9394 3.1986 2.1905 -0.5324
O -0.7912 0.6552 1.3682 -0.5966
S -0.5455 -0.7396 0.9755 1.1015
O -0.5134 -1.7523 2.0259 -0.5186
O -1.6953 -1.3541 -0.1483 -0.2359
C -1.9914 -0.5078 -1.2343 0.0157
C -3.0572 -1.1072 -2.1171 -1.3156
C 1.0147 -0.9203 -0.0850 -0.8569
H -1.0978 -0.1703 -1.7595 0.2807
H -2.4395 0.4072 -0.8469 0.2823
H -4.0001 -1.4493 -1.6905 0.3516
H -2.6572 -1.8483 -2.8091 0.3583
H -3.2882 -0.4047 -2.9180 0.4007
H 1.3268 -1.9117 -0.4134 0.3690
H 1.8483 -0.6614 0.5678 0.2206
H 1.0137 -0.3113 -0.9890 0.3398
```

Multiplicity: 1
Energy, eV: -138779.5994
Gap between HOMO and LUMO, eV: 2.0
Total charge: +3

=====

[7]
This record from the Open Molecules 2025 dataset describes one molecule with the formula C3H8F2N2. The level of theory is ωB97M-V with the def2-TZVPD basis set.

```
15
Properties=species:S:1:pos:R:3:mulliken_charge:R:1
C 2.5063 -0.1504 0.2743 -0.8818
C -2.5627 0.1896 -0.0922 -0.7926
C 0.0026 0.1078 0.1504 0.8813
N 1.2013 -0.3805 -0.4139 -0.4263
N -1.1822 -0.3574 -0.5569 -0.4667
F -0.0745 -0.4217 1.4304 -0.3400
F 0.1224 1.5009 0.2765 -0.3308
H 2.9724 -1.0186 0.5807 0.2996
H 3.3007 0.2632 -0.4718 0.2682
H 2.3551 0.6174 0.9488 0.3351
H -2.6572 1.2449 0.2419 0.2901
H -3.3218 0.0781 -0.9080 0.3152
H -2.9372 -0.3934 0.7546 0.2897
H 1.2857 -1.3667 -0.6810 0.2697
H -1.0109 0.0869 -1.5340 0.2895
```

Multiplicity: 1
Energy above the lowest of the compared OMol25 structures with the same formula, charge and spin, eV: 0.9045
Energy, eV: -11655.2385
Gap between HOMO and LUMO, eV: 10.5
SMILES: CNC(F)(F)NC

=====

[8]
This record from the Open Molecules 2025 dataset describes C3H8FLiOZn as an isolated structure. The level of theory is ωB97M-V with the def2-TZVPD basis set.

```
15
Properties=species:S:1:pos:R:3:mulliken_charge:R:1
Li 5.4492 3.4998 -0.5454 0.9924
Zn 1.2996 6.9021 -0.4156 1.1077
F 2.0718 3.8067 -0.5308 -0.5402
C -1.7214 -0.4544 0.4121 -1.3010
C -0.5524 -1.4438 0.6112 0.3886
C -0.2501 -2.1474 -0.6933 -1.0753
O 0.6011 -0.7907 1.0213 -0.3809
H -1.5121 0.4426 -0.1708 0.3605
H -1.9968 0.1270 1.2920 0.4140
H -2.6682 -0.9569 0.2145 0.3687
H -0.8340 -2.0965 1.4374 0.3058
H 0.4310 -2.9930 -0.5979 0.3248
H 0.2609 -1.4525 -1.3597 0.2908
H -1.1700 -2.4643 -1.1847 0.3586
H 0.5914 0.0215 0.5095 0.3854
```

Multiplicity: 1
Energy, eV: -56604.6239
Gap between HOMO and LUMO, eV: 2.0
Total charge: +2

=====

[9]
This record from the Open Molecules 2025 dataset describes one molecule with the formula C3H8FN. The level of theory is ωB97M-V with the def2-TZVPD basis set.

```
13
Properties=species:S:1:pos:R:3:mulliken_charge:R:1
C 1.9007 -0.3993 -0.0627 -0.9276
C -0.3803 0.5129 0.1347 -0.3938
C -1.8895 0.3018 -0.1597 -0.2007
H 2.5677 -1.2511 -0.1437 0.3162
H 2.3686 0.3884 -0.6158 0.2916
H 1.9231 -0.0097 0.8955 0.3766
H 0.1263 -1.4099 0.1571 0.1939
H -0.1659 0.8761 1.2062 0.2878
H -0.1244 1.3829 -0.5067 0.2170
H -2.0457 0.4374 -1.2923 0.2163
H -2.6458 0.8066 0.4883 0.2402
N 0.4547 -0.5480 -0.1575 -0.2973
F -2.0893 -1.0882 0.0567 -0.3203
```

Multiplicity: 1
Energy above the lowest of the compared OMol25 structures with the same formula, charge and spin, eV: 1.3657
Energy, eV: -7446.8191
Gap between HOMO and LUMO, eV: 9.5
SMILES: CNCCF

=====

[10]
This record from the Open Molecules 2025 dataset describes a 2-piece molecular cluster, C3H8FN2 overall. The level of theory is ωB97M-V with the def2-TZVPD basis set.

```
14
Properties=species:S:1:pos:R:3:mulliken_charge:R:1
C 0.6145 -1.0012 0.8758 0.2708
C -0.2048 2.1679 -1.0820 -0.7251
C -0.7354 1.4616 -2.0961 0.0378
N 1.1249 -1.5048 2.0198 -0.3374
N -0.5849 -1.3519 0.5251 -0.2355
F -0.0167 0.5318 -2.6878 -0.2276
H 1.2954 -0.5170 0.2721 0.3894
H -0.8053 2.7334 -0.3823 0.2701
H -1.1396 -1.1728 -0.2641 0.2253
H 0.9106 2.2555 -1.0088 0.2963
H -1.8196 1.4202 -2.3488 0.3571
H 2.0283 -1.2304 2.4205 0.2707
H 0.4579 -1.9241 2.6321 0.2325
H -1.1253 -1.8682 1.1244 0.1757
```

Multiplicity: 1
Energy above the lowest of the compared OMol25 structures with the same formula, charge and spin, eV: 1.7184
Energy, eV: -8930.6170
Gap between HOMO and LUMO, eV: 9.0
Total charge: +1

=====

[11]
This record from the Open Molecules 2025 dataset describes a 2-piece molecular cluster, C3H8FN3 overall. The level of theory is ωB97M-V with the def2-TZVPD basis set.

```
15
Properties=species:S:1:pos:R:3:mulliken_charge:R:1
C -1.0750 1.7511 0.0536 0.2451
C 1.6789 0.6370 0.0103 0.7346
C -0.1013 -1.0884 0.0639 -1.0045
N -2.2474 1.4083 -0.0982 -0.0998
N 2.7552 -0.0968 -0.0841 -0.2734
N 0.4585 0.2017 0.1267 -0.1665
F 1.8391 1.9322 0.0402 -0.1815
H -0.5488 2.6895 0.1858 0.4495
H -1.0585 -1.1216 0.5937 0.3199
H 0.5239 -1.7948 0.6284 0.4099
H -0.2339 -1.4469 -0.9625 0.4062
H -3.0182 2.1090 -0.1216 0.3476
H -2.5582 0.4308 -0.2200 0.2873
H 2.7523 -1.1076 -0.1421 0.2354
H 3.6681 0.3531 -0.0810 0.2902
```

Multiplicity: 1
Energy above the lowest of the compared OMol25 structures with the same formula, charge and spin, eV: 2.7513
Energy, eV: -10407.0048
Gap between HOMO and LUMO, eV: 8.2
Total charge: +2

=====

[12]
This record from the Open Molecules 2025 dataset describes a 2-piece molecular cluster, C3H8FN3 overall. The level of theory is ωB97M-V with the def2-TZVPD basis set.

```
15
Properties=species:S:1:pos:R:3:mulliken_charge:R:1
C 0.1217 0.8605 0.5833 -0.0947
C -0.4542 -1.4191 0.4226 0.5233
C 1.4648 -0.7853 -0.7448 -0.9959
N 0.4022 -0.4713 0.3015 -0.0157
N 0.9674 1.8269 0.3819 -0.0267
N -1.1009 -2.3791 0.5216 0.1086
F -2.7352 1.2084 -0.5058 -0.4041
H -0.9065 1.1608 0.9469 0.3789
H 1.0636 -1.6631 -1.1842 0.3869
H 1.4391 0.0379 -1.4772 0.4446
H 2.3468 -0.8663 -0.1549 0.3962
H 0.7129 2.7495 0.6903 0.3361
H 1.8616 1.7105 -0.1553 0.2862
H -1.5523 -3.1920 0.5921 0.2524
H -3.6311 1.2219 -0.2181 0.4241
```

Multiplicity: 3
Energy above the lowest of the compared OMol25 structures with the same formula, charge and spin, eV: 1.2571
Energy, eV: -10403.3842
Gap between HOMO and LUMO (alpha / beta), eV: 7.6 / 6.6
Total charge: +2

=====

[13]
This record from the Open Molecules 2025 dataset describes an isolated ion of composition C3H8FNP and charge +1. The level of theory is ωB97M-V with the def2-TZVPD basis set.

```
14
Properties=species:S:1:pos:R:3:mulliken_charge:R:1
C -0.0775 -0.0013 -1.1376 -0.8018
C 0.5537 -0.4787 0.1053 -0.3718
C -0.7715 0.4895 0.0613 0.5265
N 1.7025 0.2297 0.5604 -0.1996
F -0.3665 1.7713 0.3953 -0.3135
P -2.5143 -0.0180 0.3975 -0.0232
H 0.6087 0.7876 -1.5681 0.2074
H -0.5050 -0.5369 -1.8732 0.3961
H 0.4157 -1.5257 0.2597 0.3924
H 1.3058 1.0458 1.1938 0.4040
H 2.1629 0.6461 -0.2126 0.2990
H 2.2751 -0.4406 1.1112 0.3736
H -2.2418 -1.0334 1.3129 0.0683
H -2.5478 -0.9354 -0.6059 0.0426
```

Multiplicity: 1
Energy above the lowest of the compared OMol25 structures with the same formula, charge and spin, eV: 0.1567
Energy, eV: -16727.6930
Gap between HOMO and LUMO, eV: 10.2
Total charge: +1
SMILES: [NH3+][C@@H]1C[C@@]1(F)P

=====

[14]
This record from the Open Molecules 2025 dataset describes C3H8GaO2 as an isolated structure. The level of theory is ωB97M-V with the def2-TZVPD basis set.

```
14
Properties=species:S:1:pos:R:3:mulliken_charge:R:1
C -0.3756 -1.2412 -0.6991 -0.7639
C 0.6674 -1.5569 0.3637 -0.4392
O 0.8880 -0.4776 1.2767 -0.4090
C 2.2356 -0.1585 1.4814 -0.7095
Ga -0.7581 0.6291 -0.9576 0.9074
H -0.0270 -1.6718 -1.6562 0.4261
H -1.3172 -1.7626 -0.4448 0.3982
H 1.6312 -1.8268 -0.1038 0.3780
H 0.3654 -2.4076 0.9978 0.3217
H 2.2854 0.7141 2.1446 0.2489
H 2.7796 -0.9989 1.9485 0.3123
O -1.0781 2.2828 -1.1737 -0.3898
H -1.4222 2.8959 -0.5259 0.3705
H 2.7514 0.0933 0.5364 0.3483
```

Multiplicity: 1
Energy, eV: -59703.6264
Gap between HOMO and LUMO, eV: 9.2
Total charge: +1

=====

[15]
This record from the Open Molecules 2025 dataset describes C3H8HgO3 as an isolated structure. The level of theory is ωB97M-V with the def2-TZVPD basis set.

```
15
Properties=species:S:1:pos:R:3:mulliken_charge:R:1
O 0.8464 1.5542 -0.5579 -0.6922
C 1.7539 0.5994 -0.1148 -0.0157
C 0.1756 -0.1031 1.0551 -0.4494
O 0.2464 1.5736 2.2059 -0.7200
Hg 0.4294 2.8326 0.8166 1.1212
H 2.5106 0.2411 0.5917 0.3588
H 2.3118 0.3178 -1.0203 0.2686
H 0.6134 -0.9983 1.5216 0.4385
H -0.8828 0.1943 1.1563 0.4351
O -0.4185 -0.7148 -0.7728 -0.5546
H -0.0549 0.6592 -1.1428 0.5869
C -1.6401 -1.4020 -0.9063 -0.6239
H -1.6194 -2.3568 -0.3573 0.2781
H -2.4689 -0.7992 -0.5024 0.3049
H -1.8029 -1.5980 -1.9728 0.2636
```

Multiplicity: 2
Energy above the lowest of the compared OMol25 structures with the same formula, charge and spin, eV: 8.4819
Energy, eV: -13537.1421
Gap between HOMO and LUMO (alpha / beta), eV: 7.3 / 7.5
Total charge: +1

=====

[16]
This record from the Open Molecules 2025 dataset describes a 2-piece molecular cluster, C3H8I2NO overall. The level of theory is ωB97M-V with the def2-TZVPD basis set.

```
15
Properties=species:S:1:pos:R:3:mulliken_charge:R:1
C -1.4729 0.9557 0.9583 -0.9766
C -1.0307 -0.1838 -0.1236 -0.5295
C -0.5724 -2.4986 0.4905 -0.0975
N -0.2282 -1.2734 0.3364 0.0865
O 2.3816 -0.5269 -0.9699 -0.6123
I -2.3803 -3.2235 -0.1484 0.2761
I 3.7529 -1.5869 0.0415 0.3130
H -1.8369 1.8609 0.3537 0.3291
H -2.3065 0.7023 1.6722 0.3040
H -0.5415 1.4256 1.2492 0.3487
H -0.2606 0.4681 -0.7390 0.2123
H -1.9147 -0.4683 -0.7030 0.3374
H 0.0694 -3.1984 1.0502 0.4346
H 0.6771 -1.1056 0.7219 0.2342
H 2.7199 -0.1037 -1.7627 0.3400
```

Multiplicity: 1
Energy above the lowest of the compared OMol25 structures with the same formula, charge and spin, eV: 1.8026
Energy, eV: -22970.6226
Gap between HOMO and LUMO, eV: 8.2
Total charge: +1

=====

[17]
This record from the Open Molecules 2025 dataset describes a 2-piece molecular cluster, C3H8IN overall. The level of theory is ωB97M-V with the def2-TZVPD basis set.

```
13
Properties=species:S:1:pos:R:3:mulliken_charge:R:1
C 0.9583 1.0391 -1.1449 -1.0201
C 0.7727 -0.8737 0.5915 -1.3056
C 0.2335 0.3817 -0.0054 0.7725
N -0.9389 0.6457 0.3579 -0.5629
I -3.4839 -1.7132 1.5356 -0.1254
H 1.3926 2.0178 -0.8338 0.2841
H 1.7125 0.3413 -1.5116 0.3164
H 0.1902 1.0333 -2.0311 0.2975
H 0.8309 -1.7368 -0.0329 0.2839
H 0.3751 -1.0800 1.5672 0.3745
H 1.7739 -0.5748 0.8246 0.4227
H -2.3784 -0.9851 0.6911 0.0823
H -1.4384 1.5048 -0.0082 0.1801
```

Multiplicity: 1
Energy above the lowest of the compared OMol25 structures with the same formula, charge and spin, eV: 0.0000
Energy, eV: -12830.5528
Gap between HOMO and LUMO, eV: 10.2
SMILES: CC(C)=N.I